Entry from OMol25: a molecular structure, C53H73GeN7P3S3Ti (wB97M-V/def2-TZVPD).

Results
* frontier orbital gap: 0.207 hartree
* charge: +1
* lowest unoccupied orbital energy: -3.9 eV

Positions of all 141 atoms, in Å:
1 Ti 0.83 0.48 -0.17
2 C 1.94 -2.83 3.24
3 C 0.42 -2.64 3.15
4 C -0.14 -2.45 4.57
5 P -0.25 -1.38 1.88
6 C -1.33 -0.34 2.98
7 N -2.11 0.68 2.31
8 Ge -1.52 1.49 0.67
9 N -2.89 1.56 -0.82
10 C -3.05 0.76 -2.04
11 P -2.68 -1.04 -1.86
12 C -2.94 -1.74 -3.59
13 C -1.90 -2.83 -3.90
14 C -3.03 -0.73 -4.72
15 C -4.28 -1.67 -1.11
16 C -5.51 -1.62 -2.02
17 C -4.59 -0.94 0.20
18 C -3.51 2.79 -0.93
19 C -3.96 3.36 -2.13
20 C -4.55 4.63 -2.13
21 C -4.68 5.35 -0.96
22 C -4.24 4.79 0.24
23 C -3.68 3.53 0.24
24 N -3.20 2.81 1.40
25 C -4.13 1.87 2.00
26 C -5.50 2.02 2.03
27 C -6.27 1.12 2.77
28 C -5.62 0.12 3.49
29 C -4.24 -0.04 3.42
30 C -3.47 0.80 2.62
31 C -2.63 3.71 2.39
32 C -3.34 4.27 3.43
33 C -2.75 5.25 4.22
34 C -1.47 5.68 3.90
35 C -0.75 5.08 2.87
36 C -1.30 4.02 2.13
37 N -0.66 3.27 1.15
38 C 0.78 3.42 1.07
39 P 1.69 2.00 1.86
40 C 3.47 2.49 1.88
41 C 3.71 4.00 1.91
42 C 4.26 1.75 2.98
43 C 1.10 2.07 3.62
44 C 1.53 3.29 4.42
45 C 1.47 0.78 4.39
46 C -1.53 -2.48 1.10
47 C -2.50 -3.16 2.06
48 C -0.86 -3.50 0.17
49 H 2.15 -3.58 4.01
50 H 2.46 -1.92 3.51
51 H 2.34 -3.20 2.30
52 H 0.02 -3.57 2.76
53 H 0.23 -1.54 5.04
54 H 0.21 -3.29 5.18
55 H -1.23 -2.45 4.61
56 H -0.68 0.10 3.73
57 H -1.98 -1.04 3.49
58 H -2.46 1.14 -2.89
59 H -4.10 0.84 -2.34
60 H -3.89 -2.25 -3.53
61 H -0.95 -2.40 -4.20
62 H -2.25 -3.46 -4.72
63 H -1.71 -3.48 -3.04
64 H -3.87 -0.03 -4.58
65 H -3.20 -1.26 -5.67
66 H -2.12 -0.15 -4.83
67 H -4.06 -2.72 -0.88
68 H -6.41 -1.67 -1.40
69 H -5.57 -2.45 -2.72
70 H -5.57 -0.69 -2.59
71 H -4.99 0.06 0.00
72 H -3.71 -0.82 0.83
73 H -5.34 -1.49 0.77
74 H -3.85 2.82 -3.06
75 H -4.89 5.05 -3.07
76 H -5.13 6.34 -0.96
77 H -4.34 5.34 1.17
78 H -5.97 2.84 1.50
79 H -7.34 1.22 2.80
80 H -6.20 -0.55 4.11
81 H -3.78 -0.83 4.00
82 H -4.36 3.96 3.62
83 H -3.30 5.70 5.04
84 H -1.01 6.48 4.47
85 H 0.23 5.46 2.64
86 H 1.10 4.34 1.53
87 H 1.13 3.44 0.04
88 H 3.85 2.13 0.94
89 H 3.27 4.49 2.79
90 H 3.32 4.49 1.01
91 H 4.79 4.18 1.94
92 H 4.08 2.16 3.97
93 H 5.33 1.86 2.77
94 H 4.04 0.68 2.99
95 H 0.02 2.10 3.50
96 H 2.59 3.26 4.68
97 H 0.96 3.31 5.36
98 H 1.33 4.23 3.91
99 H 2.47 0.86 4.81
100 H 1.45 -0.10 3.75
101 H 0.78 0.63 5.22
102 H -2.09 -1.79 0.48
103 H -2.00 -3.76 2.82
104 H -3.14 -3.83 1.48
105 H -3.16 -2.44 2.56
106 H -0.24 -4.21 0.73
107 H -0.24 -3.02 -0.58
108 H -1.63 -4.08 -0.34
109 C 4.85 -3.21 0.78
110 S 3.51 -3.61 -0.36
111 C 2.66 -2.09 -0.50
112 S 2.83 -0.81 0.65
113 N 1.89 -2.05 -1.55
114 N 1.16 -0.88 -1.66
115 C 0.91 -0.51 -2.85
116 C 0.34 0.81 -3.05
117 C 0.15 1.35 -4.31
118 C -0.38 2.63 -4.43
119 C -0.70 3.32 -3.27
120 C -0.44 2.74 -2.04
121 N 0.08 1.50 -1.93
122 H 5.28 -4.17 1.09
123 H 4.48 -2.68 1.66
124 H 5.60 -2.61 0.27
125 H 1.28 -1.10 -3.68
126 H 0.45 0.77 -5.17
127 H -0.56 3.07 -5.40
128 H -1.14 4.31 -3.31
129 H -0.67 3.28 -1.13
130 S 2.82 1.53 -1.19
131 C 2.68 2.53 -2.65
132 C 2.16 3.83 -2.63
133 C 2.23 4.62 -3.78
134 C 2.81 4.13 -4.94
135 C 3.31 2.83 -4.96
136 C 3.25 2.03 -3.82
137 H 1.74 4.23 -1.72
138 H 1.84 5.64 -3.75
139 H 2.89 4.76 -5.82
140 H 3.77 2.44 -5.86
141 H 3.65 1.02 -3.83